(1)
Below is a molecular structure, C20H22FN2OS3V in a non-equilibrium geometry, with properties calculated with ωB97M-V/def2-TZVPD.

Properties
Net charge: -1
Multiplicity: 2
HOMO-LUMO gap (spin up / spin down) in eV: 6.76 / 6.89

Each line ends with the Löwdin spin population.
Cartesian coordinates (Å):
V1 -0.78 -0.60 0.77  1.02
S1 5.40 0.38 -2.67  0.00
S2 0.70 1.31 1.59  -0.01
S3 -1.78 0.49 3.00  -0.05
F1 -6.74 0.02 -0.81  0.00
O1 -0.62 -0.10 -0.90  0.06
N1 -1.56 2.82 5.81  0.00
N2 2.56 1.85 5.08  0.00
C1 -0.22 1.28 2.98  0.00
C2 1.48 1.86 4.61  0.00
C3 0.30 -2.44 0.12  0.00
C4 6.87 1.30 -3.17  0.00
C5 -0.70 -0.91 -3.10  0.00
C6 -0.15 1.53 -2.66  0.00
C7 1.14 -1.99 1.14  0.00
C8 -3.26 0.70 -0.01  0.01
C9 -0.96 0.31 -2.19  0.01
C10 5.33 0.73 -0.87  0.00
C11 -2.85 -0.48 0.65  -0.03
C12 -4.57 0.89 -0.39  0.00
C13 -5.49 -0.15 -0.18  0.01
C14 -0.99 -2.73 0.66  0.00
C15 -0.93 -2.34 2.03  0.00
C16 -0.75 2.38 5.10  0.00
C17 0.39 -1.88 2.35  -0.01
C18 -3.83 -1.38 0.98  0.00
C19 -5.14 -1.31 0.47  0.00
C20 0.19 1.91 4.15  0.00
H1 6.91 2.38 -2.81  0.00
H2 -4.92 1.79 -0.87  0.00
H3 0.68 -2.61 -0.87  0.00
H4 7.79 0.86 -2.75  0.00
H5 7.02 1.27 -4.24  0.00
H6 4.60 0.00 -0.48  0.00
H7 2.19 -1.71 1.08  0.00
H8 0.77 -1.40 3.23  0.00
H9 -1.94 -3.12 0.27  0.00
H10 4.92 1.71 -0.72  0.00
H11 0.39 -1.04 -3.24  0.00
H12 0.90 1.19 -2.72  0.00
H13 6.23 0.51 -0.32  0.00
H14 -1.79 -2.49 2.70  0.00
H15 -0.24 2.40 -2.02  0.00
H16 -5.86 -2.11 0.69  0.00
H17 -3.55 -2.23 1.56  0.00
H18 -2.45 1.37 -0.23  0.00
H19 -0.48 1.77 -3.71  0.00
H20 -1.15 -1.84 -2.74  0.00
H21 -2.06 0.52 -2.27  0.00
H22 -1.04 -0.67 -4.11  0.00



(2)
Below is 4 unconnected molecules or ions with the total composition C2H14NO3 in a non-equilibrium geometry, with properties calculated with ωB97M-V/def2-TZVPD.

Properties
Net charge: +1
HOMO-LUMO gap in eV: 10.99

Each line ends with the natural charge from an NBO analysis.
Cartesian coordinates (Å):
O1 0.75 1.43 0.85  -0.87
O2 -0.57 2.30 -1.01  -1.10
O3 2.94 -1.83 0.34  -0.94
N1 -1.42 -0.37 -0.39  -0.57
C1 -1.61 -0.48 1.17  -0.42
C2 -0.55 -1.51 -1.06  -0.40
H1 3.70 -1.28 -0.08  0.49
H2 0.28 2.13 1.35  0.51
H3 0.24 2.12 -0.16  0.48
H4 -1.14 -1.77 -2.06  0.25
H5 -0.62 -0.71 1.65  0.23
H6 -2.17 -1.43 1.39  0.24
H7 2.25 -1.23 0.69  0.46
H8 0.45 -1.16 -1.08  0.24
H9 1.62 1.79 0.98  0.51
H10 -1.99 0.41 1.66  0.24
H11 -0.29 2.82 -1.81  0.50
H12 -0.61 -2.32 -0.24  0.23
H13 -1.44 0.54 -0.90  0.49
H14 -2.38 -0.52 -0.77  0.42



(3)
Below is a molecular structure, C25H53GeN6OS2SeSi3Ti, with properties calculated with ωB97M-V/def2-TZVPD.

Properties
Net charge: 0
Multiplicity: 2
HOMO-LUMO gap (spin up / spin down) in eV: 7.13 / 7.08

Each line ends with the Löwdin spin population.
Cartesian coordinates (Å):
Se1 -2.31 1.28 -0.54  0.00
Ge1 0.59 -0.31 1.77  -0.02
Ti1 -0.02 0.13 -0.81  0.98
S1 0.33 0.80 -3.46  0.00
S2 2.06 -1.19 -1.32  0.00
Si1 0.20 -2.55 2.52  0.00
Si2 2.94 0.06 2.15  0.00
Si3 -0.55 1.02 3.39  0.00
O1 -0.81 -1.54 -1.52  0.01
N1 -5.17 -2.48 -0.60  0.00
N2 0.79 2.21 -0.54  0.01
N3 0.12 3.30 -1.19  0.00
N4 -0.86 -0.50 -5.41  0.00
N5 -0.10 -2.45 -2.19  0.01
N6 -2.26 0.25 -3.76  0.00
C1 -1.04 0.15 -4.24  0.00
C2 0.34 -3.75 1.07  0.00
C3 -0.20 -4.40 -3.51  0.00
C4 1.22 5.09 0.06  0.00
C5 4.03 -1.43 1.78  0.00
C6 3.58 1.44 1.02  0.00
C7 -0.82 -3.40 -2.82  0.00
C8 -2.42 0.81 3.30  0.00
C9 3.37 0.60 3.90  0.00
C10 1.42 -3.09 3.86  0.00
C11 2.23 4.28 -2.09  0.00
C12 -1.49 -2.81 3.31  0.00
C13 0.05 5.49 -2.11  0.00
C14 1.20 -4.42 -3.54  0.00
C15 1.26 -2.42 -2.18  0.00
C16 -3.47 -0.24 -0.51  0.01
C17 -5.43 -1.38 -1.30  0.00
C18 -1.93 -1.06 -6.20  0.00
C19 -0.18 2.85 3.13  0.00
C20 -0.06 0.59 5.16  0.00
C21 1.91 -3.45 -2.88  0.00
C22 0.93 4.53 -1.33  0.00
C23 -4.07 -2.45 0.16  0.00
C24 -3.21 -1.37 0.24  0.00
C25 -4.63 -0.25 -1.29  0.00
H1 -2.71 -0.23 3.45  0.00
H2 4.45 0.79 3.97  0.00
H3 -0.47 3.21 2.14  0.00
H4 2.75 5.23 -2.26  0.00
H5 -0.75 3.45 3.85  0.00
H6 -6.33 -1.40 -1.91  0.00
H7 -4.91 0.62 -1.88  0.00
H8 0.68 2.33 0.46  0.00
H9 -0.79 -5.16 -4.01  0.00
H10 4.64 1.62 1.24  0.00
H11 2.93 3.64 -1.55  0.00
H12 -1.51 -1.48 -7.11  0.00
H13 -0.32 -0.45 5.39  0.00
H14 -0.14 2.96 -2.10  0.00
H15 3.74 -1.96 0.88  0.00
H16 -1.61 -3.87 3.54  0.00
H17 0.88 3.07 3.28  0.00
H18 4.02 -2.14 2.61  0.00
H19 3.12 -0.18 4.62  0.00
H20 1.09 -4.03 4.30  0.00
H21 0.09 -0.56 -5.72  0.00
H22 2.99 -3.44 -2.87  0.00
H23 -0.89 5.67 -1.58  0.00
H24 -1.89 -3.29 -2.70  0.00
H25 3.51 1.15 -0.03  0.00
H26 1.47 -2.34 4.65  0.00
H27 0.23 -4.79 1.41  0.00
H28 -2.67 -0.30 -6.47  0.00
H29 -2.33 -2.50 2.69  0.00
H30 -2.89 1.41 4.08  0.00
H31 -0.59 1.23 5.86  0.00
H32 -2.38 0.68 -2.84  0.00
H33 2.43 -3.24 3.46  0.00
H34 1.87 4.43 0.64  0.00
H35 -3.04 -0.26 -4.15  0.00
H36 0.56 6.44 -2.26  0.00
H37 3.05 2.38 1.18  0.00
H38 2.03 3.83 -3.07  0.00
H39 2.86 1.52 4.20  0.00
H40 5.07 -1.09 1.66  0.00
H41 1.80 2.23 -0.72  0.00
H42 -1.56 -2.26 4.26  0.00
H43 -3.87 -3.35 0.74  0.00
H44 1.73 -5.21 -4.07  0.00
H45 1.73 6.05 -0.03  0.00
H46 -0.45 -3.54 0.34  0.00
H47 -2.44 -1.87 -5.66  0.00
H48 -2.33 -1.42 0.87  0.00
H49 0.29 5.24 0.61  0.00
H50 1.30 -3.65 0.56  0.00
H51 -2.81 1.13 2.33  0.00
H52 1.01 0.70 5.33  0.00
H53 -0.19 5.08 -3.10  0.00



(4)
Below is a gas-phase ion, C12H25N2 (charge +1) in a non-equilibrium geometry, with properties calculated with ωB97M-V/def2-TZVPD.

Properties
Net charge: +1
HOMO-LUMO gap (spin up / spin down) in eV: 7.93 / 7.54

Each line ends with the natural charge from an NBO analysis.
Cartesian coordinates (Å):
N1 0.94 1.35 -0.46  -0.44
N2 0.25 -0.69 -1.24  -0.42
C1 -0.16 0.60 -0.65  0.31
C2 0.41 -1.85 -0.38  -0.05
C3 -1.50 0.62 0.44  -0.13
C4 0.95 2.71 -0.14  -0.42
C5 -2.16 2.04 0.63  -0.63
C6 -2.57 -0.15 -0.31  -0.61
C7 1.59 -1.99 0.59  -0.64
C8 -1.02 0.04 1.65  -0.09
C9 2.13 0.75 -1.00  -0.22
C10 -0.41 0.86 2.78  -0.69
C11 0.23 -3.12 -1.34  -0.63
C12 1.56 -0.41 -1.95  -0.22
H1 2.24 -1.19 -2.06  0.24
H2 -0.04 3.29 -0.13  0.25
H3 -2.36 -1.25 -0.45  0.19
H4 -0.59 -3.05 -2.05  0.22
H5 2.43 -2.26 0.07  0.21
H6 1.86 -0.99 0.93  0.22
H7 2.65 1.62 -1.44  0.24
H8 0.36 -4.04 -0.68  0.26
H9 -2.58 2.56 -0.30  0.24
H10 1.07 -3.11 -1.95  0.20
H11 -1.50 2.65 1.26  0.21
H12 -2.73 0.21 -1.28  0.22
H13 -1.04 -1.17 1.65  0.19
H14 -0.42 -1.05 -1.88  0.45
H15 -0.21 0.15 3.51  0.23
H16 -0.49 -1.99 0.29  0.24
H17 -3.08 1.91 1.26  0.23
H18 1.38 2.91 0.93  0.21
H19 -1.17 1.53 3.20  0.23
H20 1.65 3.19 -0.83  0.21
H21 1.45 -2.64 1.46  0.26
H22 -3.39 0.01 0.35  0.24
H23 1.26 0.08 -2.91  0.24
H24 2.73 0.28 -0.15  0.21
H25 0.30 1.58 2.59  0.22



(5)
Below is 2 unconnected molecules or ions with the total composition C3H7BrS in a non-equilibrium geometry, with properties calculated with ωB97M-V/def2-TZVPD.

Properties
Net charge: 0
HOMO-LUMO gap in eV: 8.83

Each line ends with the natural charge from an NBO analysis.
Cartesian coordinates (Å):
Br1 -0.25 2.65 -1.03  0.07
S1 1.91 1.74 1.02  0.01
C1 -0.74 -0.23 0.45  -0.22
C2 0.17 1.87 0.60  -0.58
C3 -0.08 -0.80 -0.73  -0.68
H1 2.31 0.93 -0.04  0.12
H2 1.04 -0.67 -0.78  0.21
H3 -0.37 -1.85 -0.79  0.23
H4 -1.74 -0.20 0.40  0.18
H5 -0.25 -0.36 1.48  0.21
H6 -0.39 -0.23 -1.61  0.22
H7 -0.19 2.41 1.57  0.23



(6)
Below is a molecular structure, C37H26BaFN5P2S2Se2, with properties calculated with ωB97M-V/def2-TZVPD.

Properties
Net charge: -2
HOMO-LUMO gap in eV: 4.65

Each line ends with the Löwdin charge.
Cartesian coordinates (Å):
Ba1 -0.61 3.50 -2.90  1.34
Se1 -2.53 -3.48 -0.67  0.24
Se2 3.07 1.41 -1.48  0.30
S1 2.00 4.66 -3.82  0.25
S2 -0.54 6.29 -4.02  0.30
P1 -1.19 -2.54 0.66  0.52
P2 2.23 -0.16 -0.37  0.51
F1 -8.22 2.83 -2.14  -0.03
N1 0.91 9.61 -4.96  0.10
N2 -0.03 1.17 -0.33  -0.08
N3 -1.72 -0.09 0.21  -0.03
N4 4.53 7.36 -4.42  0.10
N5 -1.34 1.14 -0.10  -0.07
C1 2.38 -3.14 -3.11  -0.08
C2 4.25 -3.48 -1.63  -0.09
C3 2.89 -0.29 1.33  -0.33
C4 -0.63 -0.90 0.19  -0.44
C5 -4.23 4.08 -1.61  -0.39
C6 -2.86 -1.79 4.88  -0.10
C7 3.02 -1.46 3.44  -0.08
C8 -5.06 4.59 -2.65  -0.08
C9 1.18 6.17 -4.09  -1.28
C10 0.56 -4.09 2.26  -0.10
C11 2.24 -5.57 1.36  -0.09
C12 3.93 0.76 3.23  -0.08
C13 2.66 -1.73 -1.17  -0.36
C14 -1.19 -1.39 3.20  -0.09
C15 3.54 0.80 1.90  -0.09
C16 3.53 -3.84 -2.76  -0.10
C17 1.59 -5.01 2.46  -0.09
C18 1.95 -2.09 -2.32  -0.10
C19 -1.86 -2.24 2.33  -0.36
C20 3.38 7.30 -4.41  -0.30
C21 3.81 -2.43 -0.84  -0.08
C22 3.67 -0.37 4.00  -0.09
C23 -3.54 -2.64 4.01  -0.09
C24 -1.69 -1.17 4.48  -0.08
C25 -2.89 4.55 -1.40  -0.32
C26 1.94 7.31 -4.39  -0.43
C27 -6.91 3.23 -1.98  -0.32
C28 0.83 -4.29 -0.12  -0.12
C29 -6.14 2.67 -0.98  -0.05
C30 -3.03 -2.86 2.73  -0.10
C31 1.34 8.57 -4.69  -0.30
C32 1.84 -5.22 0.08  -0.08
C33 -4.83 3.08 -0.80  -0.07
C34 -6.37 4.17 -2.83  -0.06
C35 0.45 -0.09 -0.19  -0.45
C36 2.63 -1.42 2.11  -0.10
C37 0.20 -3.70 0.98  -0.35
H1 -2.48 4.36 -0.40  0.00
H2 3.88 -4.66 -3.39  0.10
H3 -4.46 -3.11 4.32  0.10
H4 1.87 -5.30 3.46  0.10
H5 2.80 -2.34 4.03  0.10
H6 -3.55 -3.51 2.03  0.06
H7 -0.28 -0.89 2.88  0.11
H8 3.74 1.67 1.28  0.06
H9 4.39 -2.13 0.04  0.11
H10 0.05 -3.67 3.12  0.10
H11 -3.25 -1.62 5.88  0.10
H12 -6.99 4.56 -3.63  0.10
H13 2.33 -5.67 -0.78  0.10
H14 -2.67 5.55 -1.78  -0.02
H15 5.15 -4.02 -1.36  0.10
H16 -1.17 -0.50 5.15  0.10
H17 1.82 -3.41 -4.00  0.11
H18 -4.64 5.32 -3.33  0.10
H19 1.06 -1.52 -2.59  0.11
H20 3.04 -6.28 1.51  0.10
H21 -4.22 2.62 -0.03  0.10
H22 2.13 -2.28 1.66  0.08
H23 0.49 -4.05 -1.12  0.08
H24 -6.58 1.90 -0.34  0.10
H25 3.97 -0.40 5.05  0.10
H26 4.44 1.61 3.67  0.10



What E_tot values result from the calculations? In sequence: -87035.526, -9925.086, -228059.114, -15817.821, -84099.139, -220596.975 eV.
What relative energy (zero: lowest compared OMol25 entry of this formula, charge and spin) values result from the calculations? In sequence: 0.0, 324.2, 0.0, 521.4, 317.7, 83.7 kJ/mol.